Record 1
Formula: C26H48BrI2N17O9P2
Source: the OMol25 dataset
Level of theory: wB97M-V/def2-TZVPD

Structure (XYZ):
```
105
Properties=species:S:1:pos:R:3:mulliken_charge:R:1
I 4.2299 -1.9529 -0.8263 0.09
I 1.9985 -0.4147 1.3316 0.25
Br -2.0776 -0.7386 -3.3372 -0.16
P -5.7693 -4.3470 1.4288 0.40
P 0.9593 -0.7949 -2.3044 0.47
O 10.2289 2.2560 -1.2824 -0.64
O 0.6927 7.1589 -3.0391 -0.66
O 6.4610 0.0313 -1.3539 -0.59
O -6.8571 -5.0009 0.6700 -0.63
O -6.4811 -3.5257 -2.3037 -0.21
O -0.8134 -3.4977 6.1713 -0.54
O 0.0104 4.8433 0.7811 -0.69
O -8.2342 -3.8498 -3.5026 -0.30
O -6.8917 3.3446 -2.0963 -0.65
N 1.9155 7.8428 -4.8131 -0.41
N 12.3526 2.8570 -0.7823 -0.42
N 5.7462 0.6587 -3.4054 -0.35
N -0.3466 8.2870 -4.7105 -0.37
N 0.8662 6.6374 -0.3173 -0.31
N 7.5677 1.6968 -2.4241 -0.34
N -3.3086 -3.5347 0.8827 -0.41
N -7.6745 1.4549 -1.1182 -0.28
N 1.5916 -1.7572 -3.3783 -0.66
N -0.9174 5.4704 -1.1875 -0.26
N -5.6975 1.4294 -2.3135 -0.25
N 11.7286 2.4572 -2.9701 -0.36
N -0.7123 -5.6969 6.7113 -0.36
N -3.9344 -2.1147 -1.4548 -0.46
N -0.7232 -4.0785 8.3592 -0.43
N -1.9870 0.3228 2.8433 0.49
N -7.5483 -3.0006 -3.1248 0.07
C -4.5308 -3.4553 0.4253 -0.25
C 1.4229 -2.3533 0.5607 -2.18
C 2.4652 -3.0849 -0.3520 0.18
C -6.2707 -2.6134 -1.2414 -0.43
C -1.0579 1.3198 2.7120 -0.70
C -6.7609 2.1583 -1.8598 0.56
C -0.0093 5.6037 -0.1786 0.54
C 0.7483 7.7296 -4.1221 0.62
C -0.7170 -2.5671 3.1507 0.72
C -1.6012 -1.5751 -1.6950 0.19
C -2.3346 -2.8865 0.1917 -0.39
C 6.5897 0.7547 -2.3293 0.71
C -0.7623 -3.6164 2.0189 -1.69
C -0.3050 -1.6081 -1.2493 1.27
C -2.3438 1.3193 0.8920 -0.39
C 0.0186 -2.2922 -0.0129 0.77
C -2.1035 -0.5831 3.9729 -1.15
C -2.6616 -2.1979 -0.9865 0.72
C -0.9999 -2.9147 0.6922 -0.07
C -2.1036 -2.0392 3.5170 0.12
C 2.9762 -4.3189 0.4207 -1.49
C -2.7816 0.3247 1.7282 -0.85
C -0.7537 -4.3670 7.0247 0.58
C 11.3618 2.5079 -1.6541 0.61
C -4.8499 -2.7228 -0.7466 0.43
C -1.2446 1.9684 1.5172 -0.62
H 3.7052 -4.0133 1.1708 0.41
H 7.6774 2.2912 -3.2222 0.12
H -0.3438 1.4587 3.5082 0.42
H -2.8127 -2.0979 2.6946 -0.61
H -0.9204 6.0733 -1.9892 0.19
H -1.3237 -0.3795 4.7048 0.36
H 1.3754 -2.9415 1.4618 0.38
H -4.9617 -5.2678 2.1192 0.09
H -6.3803 -1.5978 -1.6428 0.00
H 8.2147 1.7962 -1.6579 0.21
H 0.1916 -4.1394 1.9764 0.27
H -0.6619 -6.4267 7.3957 0.16
H 12.6545 2.6573 -3.2958 0.17
H -0.3204 8.7552 -5.5960 0.17
H -3.6078 -0.3554 1.5947 0.58
H -1.5815 4.7236 -1.1125 0.15
H -0.7508 -3.1104 8.6190 0.22
H 1.9190 -0.2237 -1.4604 -0.02
H -7.5893 0.4781 -0.9144 0.17
H 1.2097 -2.6933 -3.3430 0.27
H -0.6650 2.8037 1.1523 0.60
H -0.0829 -1.7341 2.8426 -0.27
H -5.5677 0.4521 -2.1302 0.17
H -3.0609 -0.3848 4.4666 0.33
H 3.4234 -5.0496 -0.2489 0.41
H 5.0180 -0.0328 -3.3604 0.16
H 13.2911 3.0656 -1.0634 0.16
H -0.3033 -3.0088 4.0547 0.48
H 12.1119 2.8992 0.1903 0.22
H 2.1544 -4.7929 0.9673 0.39
H -7.0099 -2.7272 -0.4472 0.58
H -0.6733 -4.7758 9.0767 0.16
H -0.7321 -5.9397 5.7388 0.21
H 5.8225 1.2348 -4.2208 0.16
H -6.1936 -3.4280 2.4116 0.10
H 2.7342 7.4366 -4.3996 0.22
H 0.3388 0.3068 -2.9070 0.10
H -2.7457 1.5781 -0.0759 0.59
H 1.5450 6.7422 0.4126 0.20
H 1.9917 8.3018 -5.7004 0.17
H 11.0239 2.1936 -3.6325 0.21
H -1.5309 -4.3568 2.2196 0.56
H -5.0097 1.9125 -2.8599 0.14
H -1.2198 8.2198 -4.2219 0.21
H 0.8610 7.2756 -1.0968 0.23
H -8.4671 1.9605 -0.7706 0.19
H 2.0171 -3.4442 -1.2716 0.33
H -2.5298 -2.6291 4.3322 0.46
```

As for the total energy: -176323.5453 eV. The value obtained for the strongest force on any atom is 0.02812 hartree/bohr. As for the spin multiplicity: 1. The molecular weight is 1138.440 g mol⁻¹. Its total charge is 0.

Record 2
Formula: C26H48N2O8
Source: the OMol25 dataset
Level of theory: wB97M-V/def2-TZVPD

Structure (XYZ):
```
84
Properties=species:S:1:pos:R:3:mulliken_charge:R:1
O -3.2879 3.1883 -7.5530 -0.53
O -0.3842 -3.6497 6.8424 -0.59
O 0.8464 -7.9551 3.7930 -0.50
O -0.8708 0.4919 3.7147 -0.34
O -2.9826 3.2972 -2.3882 -0.52
O -3.2721 1.8319 2.8667 -0.36
O 0.1798 1.3619 -2.8043 -0.60
O 4.5113 3.3131 -1.5419 -0.49
N 1.9229 2.0330 2.6621 -0.49
N -0.3158 -2.0080 1.6486 -0.52
C -0.4589 -4.6437 6.1544 0.73
C 0.9349 -1.1114 3.7582 -0.35
C -2.4560 1.4010 -8.8797 -1.15
C 0.5240 -4.9069 5.0440 -0.93
C -4.0507 3.7315 -4.4743 -1.10
C 0.4722 0.3403 4.0662 0.23
C -1.5389 -5.6750 6.3616 -1.13
C 0.2392 -1.6163 2.5714 0.31
C -2.7141 1.5894 -4.0125 -0.93
C -3.2298 2.9139 -3.5106 0.86
C -3.0946 3.0517 0.7252 -0.54
C 1.2606 2.7979 -1.2441 -0.82
C 0.8377 0.3118 -0.7764 -0.65
C 6.4542 2.4102 -0.5125 -1.03
C 5.6971 3.4214 -1.3395 0.77
C -3.9346 2.7159 1.9712 -0.42
C -1.6244 1.4260 4.5004 -0.73
C 6.4928 4.5753 -1.9003 -1.12
C 1.8670 -9.7841 2.6676 -1.15
C 1.2978 1.2797 3.2651 0.04
C 2.3342 -7.3328 2.0466 -0.98
C -1.7324 3.8440 -9.2272 -1.15
C 1.6049 -8.3204 2.9254 0.84
C -2.2486 2.4648 3.5922 -0.42
C -2.5668 2.8467 -8.4611 0.86
C 0.7090 1.4817 -1.7213 0.79
H -1.0087 1.8976 5.2661 0.46
H 1.1032 3.5552 -2.0086 0.30
H -1.0905 -6.6435 6.5872 0.32
H 1.2855 -10.3861 3.3613 0.30
H 2.3291 2.7052 -1.0488 0.18
H 5.7715 1.6368 -0.1693 0.25
H 3.4123 -7.4592 2.1569 0.33
H 5.8358 5.2265 -2.4713 0.28
H -2.6519 3.2801 4.2043 0.41
H 7.2448 1.9544 -1.1107 0.32
H 2.0038 -1.1584 3.5721 0.42
H -2.1420 1.1039 -3.2294 0.19
H -1.9009 4.8418 -8.8297 0.30
H 2.0603 -6.3192 2.3300 0.18
H -2.4359 0.8703 4.9716 0.31
H -2.1369 -5.7740 5.4548 0.32
H 6.9481 5.1449 -1.0887 0.33
H 0.7535 3.1001 -0.3258 0.23
H -4.8383 2.1906 1.6680 0.32
H -3.4625 3.9587 -5.3597 0.22
H -0.6743 3.5940 -9.1360 0.33
H 0.6166 -1.7442 4.5867 0.07
H -3.1008 0.7901 -8.2527 0.28
H -3.6084 2.7703 -0.1829 0.24
H -3.5493 0.9496 -4.3062 0.38
H -4.9345 3.1704 -4.7806 0.34
H -2.1801 -5.3711 7.1857 0.33
H -2.1375 2.5431 0.8061 -0.02
H 1.2414 -4.0882 5.0101 0.31
H -2.0050 3.8262 -10.2835 0.34
H 0.3176 0.5292 0.1574 -0.12
H 0.4012 -0.5767 -1.2268 0.36
H 7.2850 4.2021 -2.5512 0.33
H -4.2496 3.6213 2.4988 0.28
H 0.6370 0.5548 5.1223 0.48
H 2.0696 -7.4959 1.0010 0.33
H -2.0664 1.7452 -4.8760 0.24
H 1.5852 -10.0396 1.6451 0.34
H -1.4249 1.0600 -8.7751 0.33
H -4.3610 4.6589 -3.9962 0.32
H 2.9274 -10.0033 2.8014 0.33
H 6.9079 2.8983 0.3514 0.32
H 1.0527 -5.8430 5.2161 0.35
H -1.4631 2.8313 2.9226 0.26
H 1.8908 0.1285 -0.5546 0.35
H -0.0005 -4.9701 4.0896 0.31
H -2.9239 4.1266 0.6900 0.34
H -2.7563 1.2895 -9.9227 0.38
```

As for the total energy: -47098.5510 eV. The value obtained for the strongest force on any atom is 0.01872 hartree/bohr. As for the spin multiplicity: 1. The molecular weight is 516.676 g mol⁻¹. The SMILES is CCOCCO[C@H](C#N)CC#N.CC(C)=O.CC(C)=O.CC(C)=O.CC(C)=O.CC(C)=O.CC(C)=O. Its total charge is 0.

Record 3
Formula: C26H48O18S3
Source: the OMol25 dataset
Level of theory: wB97M-V/def2-TZVPD

Structure (XYZ):
```
95
Properties=species:S:1:pos:R:3:mulliken_charge:R:1
S 5.5281 2.5049 1.3977 0.48
S -3.3513 1.3268 4.7742 0.77
S 1.1258 4.8670 0.8455 0.73
O 6.8489 1.8942 1.0202 -0.68
O 1.4320 0.8641 5.6776 -0.35
O 1.7628 -0.5255 3.9910 -0.33
O 0.8498 -1.9324 -4.0039 -0.15
O -0.2341 0.0353 0.1136 0.25
O 3.2010 -3.3022 -1.4397 -0.35
O 3.5412 0.3246 5.0768 -0.56
O -1.5610 1.3772 1.3636 -0.48
O -5.1113 -1.9831 -1.6266 -0.36
O 2.3628 -2.6612 0.5162 -0.18
O -0.1805 -2.7986 -5.7599 -0.37
O -0.9011 1.9670 -0.6871 -0.35
O 3.0934 -1.1008 -0.8771 -0.46
O 1.6138 4.3397 2.1643 -0.69
O -4.1589 0.9131 5.9630 -0.74
O -0.9436 -0.8857 -4.8553 -0.51
O -3.6150 -1.0202 -2.9599 -0.19
O -2.9181 -2.0971 -1.1111 -0.45
C 0.1480 0.3399 5.3152 -0.34
C -5.8568 -1.4078 -2.6785 -0.63
C 0.3971 -0.0879 3.8747 0.94
C -4.8665 -0.4470 -3.3445 0.49
C -4.9731 -0.3467 -4.8590 -1.26
C 2.3661 0.2311 4.9157 0.50
C -3.7820 -1.7281 -1.8358 0.49
C -1.0055 1.1089 0.3344 0.20
C 4.2647 1.2122 1.1189 -0.74
C 0.8651 -3.7541 -5.4923 0.41
C 0.7864 -4.4743 0.8061 -1.25
C -0.6662 4.8955 0.9806 -0.60
C -0.4879 -1.1954 3.3445 -0.50
C -0.0883 -0.1028 -1.3106 0.59
C 2.8082 -4.5012 -0.8095 -0.47
C 1.3791 6.6386 0.9737 -1.16
C 1.5314 -3.1568 -4.2359 -0.09
C 1.7587 -3.9129 -6.7042 -1.42
C 5.4885 2.3601 3.2099 -0.80
C -4.1800 0.6508 3.3288 -0.91
C -0.1712 1.3430 -1.8185 0.29
C -3.6846 3.0533 4.4136 -0.92
C 2.2307 -4.1038 0.5715 0.44
C 2.8677 -2.2493 -0.6528 0.53
C 1.0973 2.1730 -1.8123 -1.21
C -0.1605 -1.7858 -4.8945 0.48
H -4.0251 -0.4224 3.4376 0.28
H 0.7224 -5.4537 1.2783 0.43
H -0.4207 -2.0631 4.0008 0.58
H 2.4128 6.8751 0.7292 0.35
H 4.1817 1.1966 0.0324 0.25
H 1.3952 -4.7027 -7.3564 0.34
H -3.7552 1.0755 2.4211 0.14
H 0.8347 -0.5538 -1.6575 -0.19
H 4.6384 0.2733 1.5110 0.36
H 4.4781 2.5651 3.5605 0.20
H -5.6420 -1.0616 -5.3399 0.36
H 2.8494 -4.4041 1.4154 0.31
H 3.5967 -5.2487 -0.7640 0.33
H 0.8192 3.2154 -1.9865 0.40
H -4.7335 3.3482 4.4336 0.38
H -0.8338 1.4407 -2.6733 0.37
H -1.5236 -0.8622 3.2536 -0.01
H -6.1754 -2.1766 -3.3898 0.34
H 0.1844 -4.5036 -0.1095 0.36
H 1.3748 -3.7993 -3.3709 -0.12
H 1.1444 6.9607 1.9848 0.34
H 0.3365 0.7353 3.1588 -0.14
H -5.2030 0.6729 -5.1667 0.33
H -0.9729 -0.6566 -1.6245 -0.33
H -3.1547 3.6195 5.1837 0.34
H 2.5925 -2.9546 -4.3764 0.38
H -1.1034 5.1260 -0.0014 0.40
H 5.7816 1.3360 3.4269 0.27
H 6.2019 3.0600 3.6376 0.41
H 2.7611 -4.1954 -6.3681 0.38
H -1.0100 3.8940 1.2251 -0.22
H 0.7463 7.1181 0.2214 0.37
H -0.5643 1.1581 5.3656 0.18
H -3.2563 3.3585 3.4572 0.20
H -4.0214 -0.5617 -5.3551 0.26
H 1.9065 -2.9808 -7.2471 0.36
H -5.2510 0.8574 3.3159 0.48
H -6.7575 -0.8509 -2.4175 0.34
H 0.2585 -3.7178 1.3877 0.10
H 1.9666 -4.9622 -1.3385 0.28
H 1.6258 2.1129 -0.8647 0.07
H 3.3298 1.5965 1.5252 0.24
H -0.2485 -1.4242 2.3049 -0.36
H -4.9491 0.5451 -2.8944 0.31
H -0.1824 -0.4737 5.9621 0.30
H -1.0002 5.7287 1.5978 0.44
H 1.7879 1.9998 -2.6434 0.40
H 0.4058 -4.6990 -5.2050 0.30
```

The value obtained for the strongest force on any atom is 0.03496 hartree/bohr. As for the spin multiplicity: 1. The molecular weight is 744.853 g mol⁻¹. The relative energy (zero: lowest compared OMol25 entry of this formula, charge and spin) is 118.5 kJ/mol. Its total charge is 0.